Density functional theory data (wB97M-V/def2-TZVPD) for 2 unconnected molecules or ions with the total composition C5H12N2O in a non-equilibrium geometry.

The geometry in ORCA input format:
```
! wB97M-V def2-TZVPD RIJCOSX def2/J DEFGRID3
* xyz 0 1
C 3.14 -0.67 -0.67
C 0.26 -1.36 0.52
C 2.37 0.04 0.40
C 1.12 -0.16 0.81
H 2.98 0.75 0.95
H 0.74 0.49 1.59
H 3.53 0.04 -1.40
H 4.01 -1.17 -0.24
H -0.14 -1.77 1.44
H 0.78 -2.11 -0.06
H -0.59 -1.01 -0.09
H 2.53 -1.40 -1.19
N -1.36 1.83 -0.50
C -3.11 0.38 -0.53
O -3.40 0.55 0.81
N -2.28 1.10 -1.18
H -4.13 -0.01 1.07
H -1.62 2.08 0.46
H -1.01 2.59 -1.06
H -3.82 -0.19 -1.12
*
```

- electronic energy (eV) = -10405.241
- SMILES = C/C=C\C.N/N=C\O

Density functional theory data (wB97M-V/def2-TZVPD) for a molecular structure, C34H38B2MgO7PS in a non-equilibrium geometry.

The geometry in ORCA input format:
```
! wB97M-V def2-TZVPD RIJCOSX def2/J DEFGRID3
* xyz -1 1
Mg -1.80 1.16 -1.05
O -4.61 0.48 -0.40
S -4.27 0.23 -1.80
O -3.39 1.28 -2.35
O -3.01 -1.05 -1.67
C -3.37 -2.14 -0.94
C -4.01 -3.20 -1.59
C -4.41 -4.32 -0.88
C -4.18 -4.39 0.49
C -3.54 -3.34 1.13
C -3.14 -2.20 0.44
P -2.43 -0.69 1.23
C -0.68 -1.18 1.54
C -0.16 -2.47 1.49
C 1.20 -2.69 1.66
C 2.06 -1.62 1.87
C 1.55 -0.33 1.92
C 0.19 -0.11 1.75
C -3.16 -0.93 2.90
C -2.49 -1.47 4.00
C -3.17 -1.71 5.18
C -4.52 -1.39 5.29
C -5.18 -0.82 4.21
C -4.51 -0.59 3.03
H -4.18 -3.12 -2.65
H -4.92 -5.12 -1.39
H -4.51 -5.25 1.05
H -3.36 -3.41 2.20
H -0.82 -3.31 1.30
H 1.60 -3.70 1.61
H 3.12 -1.79 1.97
H 2.22 0.51 2.06
H -0.21 0.90 1.73
H -1.44 -1.72 3.92
H -2.66 -2.16 6.02
H -5.05 -1.59 6.22
H -6.24 -0.58 4.30
H -5.01 -0.15 2.18
C 0.83 5.82 -0.26
C -0.60 5.29 -0.32
C -1.54 6.30 0.35
O -0.69 4.07 0.41
B -1.50 3.14 -0.26
O -1.78 3.67 -1.53
C -1.07 4.89 -1.76
C -1.99 5.89 -2.44
C 0.09 4.55 -2.71
H 1.05 6.12 0.77
H 0.94 6.69 -0.91
H 1.54 5.05 -0.55
H -1.24 6.41 1.39
H -2.56 5.92 0.33
H -1.50 7.27 -0.14
H -2.91 6.02 -1.88
H -2.26 5.50 -3.43
H -1.50 6.86 -2.57
H 0.73 3.79 -2.26
H 0.68 5.43 -2.97
H -0.34 4.12 -3.62
C 4.78 -4.27 -1.28
C 5.33 -2.84 -1.31
C 6.21 -2.65 -0.06
C 6.19 -2.68 -2.58
C 4.22 -1.79 -1.32
C 4.55 -0.44 -1.24
C 3.59 0.57 -1.26
C 2.27 0.20 -1.38
O 1.14 0.95 -1.45
B 0.02 0.06 -1.58
O 0.58 -1.25 -1.61
C 1.92 -1.15 -1.48
C 2.87 -2.15 -1.45
H 5.61 -4.98 -1.22
H 4.21 -4.49 -2.18
H 4.14 -4.42 -0.41
H 7.00 -3.41 -0.03
H 5.61 -2.75 0.84
H 6.69 -1.67 -0.05
H 6.98 -3.43 -2.61
H 6.65 -1.69 -2.62
H 5.56 -2.80 -3.46
H 5.59 -0.14 -1.16
H 3.87 1.61 -1.18
H 2.55 -3.18 -1.50
*
```

- electronic energy (eV) = -77135.745

Density functional theory data (wB97M-V/def2-TZVPD) for a molecular structure, C24H27BF4O2S4Ti.

The geometry in ORCA input format:
```
! wB97M-V def2-TZVPD RIJCOSX def2/J DEFGRID3
* xyz 0 3
Ti -0.05 1.00 -0.16
C -3.59 4.24 -0.14
C -3.15 2.81 -0.05
C -3.44 1.91 -1.08
C -3.04 0.59 -1.01
C -3.30 -0.35 -2.15
C -2.35 0.15 0.13
C -2.10 1.00 1.21
C -1.90 0.44 2.60
C -2.48 2.35 1.07
H -3.70 4.55 -1.18
H -2.86 4.91 0.32
H -4.55 4.38 0.37
H -3.96 2.27 -1.96
H -4.28 -0.17 -2.59
H -3.24 -1.39 -1.84
H -2.56 -0.21 -2.94
H -2.14 -0.91 0.25
H -1.27 1.07 3.22
H -1.48 -0.56 2.58
H -2.89 0.38 3.08
H -2.29 3.03 1.90
F -0.58 2.06 -1.97
B -0.12 3.43 -1.62
F 0.05 3.28 -0.20
F 1.04 3.71 -2.28
F -1.13 4.31 -1.90
O 0.58 -0.86 -0.38
C 0.91 -1.81 0.58
C 1.09 -1.15 1.95
C 1.24 0.18 2.22
C 1.51 0.47 3.59
C 1.59 -0.66 4.34
S 1.33 -2.05 3.40
C 2.26 -2.45 0.23
C 3.49 -2.08 0.70
C 4.56 -2.79 0.09
C 4.11 -3.69 -0.84
S 2.42 -3.63 -1.00
C -0.20 -2.86 0.54
C -0.77 -3.65 1.51
C -1.78 -4.51 1.00
C -1.97 -4.35 -0.34
S -0.90 -3.20 -0.99
H 1.21 1.02 1.53
H 1.64 1.47 3.98
H 1.78 -0.75 5.40
H 3.63 -1.34 1.47
H 5.60 -2.66 0.34
H 4.69 -4.38 -1.42
H -0.50 -3.62 2.55
H -2.36 -5.18 1.62
H -2.68 -4.86 -0.97
C 4.07 1.68 -2.17
S 2.80 0.57 -1.63
C 1.88 0.46 -3.14
O 1.98 1.48 -0.70
H 3.61 2.62 -2.45
H 4.59 1.22 -3.02
H 4.77 1.82 -1.35
H 2.54 -0.02 -3.87
H 1.57 1.46 -3.46
H 1.01 -0.17 -2.96
*
```

- electronic energy (eV) = -107431.045

Density functional theory data (wB97M-V/def2-TZVPD) for a gas-phase ion, C3H7N3P (charge +1) in a non-equilibrium geometry.

The geometry in ORCA input format:
```
! wB97M-V def2-TZVPD RIJCOSX def2/J DEFGRID3
* xyz 1 1
N 2.63 0.17 1.05
P 1.95 -0.45 -0.20
C 0.12 -0.16 -0.15
N -0.82 -0.94 0.34
C -2.04 -0.28 0.22
C -1.79 0.90 -0.34
N -0.42 0.97 -0.58
H 1.96 0.62 1.67
H 2.37 0.10 -1.43
H 2.11 -1.85 -0.31
H -0.69 -1.86 0.75
H -2.99 -0.65 0.55
H -2.47 1.70 -0.57
H 0.08 1.73 -1.00
*
```

- electronic energy (eV) = -16975.675
- SMILES = N=[PH2]c1[nH]cc[nH+]1

Calculated values (kcal/mol) of energy above the lowest of the compared OMol25 structures with the same formula, charge and spin for the records, taken in order: 73.4 16.9 12.6 9.7.